Density functional theory data (the ωB97M-V functional and the def2-TZVPD basis) for a cluster of 12 separate species, C58H152N12O17 in total at a distorted geometry.

Last column: Löwdin charge in e.
Atoms and positions in Å:
H 17.7997 -17.0862 17.3744  0.067
H 13.7890 -14.5727 16.7008  0.096
H 17.7624 -29.6019 8.0925  0.087
H 12.5293 -15.5254 16.4458  0.087
H 14.8778 -30.3962 21.5923  0.087
C 13.4524 -22.7285 17.2423  -0.167
H 15.2331 -19.2678 20.6472  0.118
H 19.1004 -21.9263 17.2676  0.075
O 17.2535 -15.1212 17.8713  -0.159
O 13.7382 -24.5390 20.8986  -0.214
H 11.4903 -18.5406 13.6984  0.125
H 14.5317 -16.3897 22.3950  0.056
C 18.6704 -29.6490 8.6936  -0.123
H 19.0565 -20.2217 17.5396  0.067
H 10.1722 -22.0520 20.4514  0.059
H 17.0004 -17.5403 21.6232  0.017
H 14.0270 -16.3869 16.8758  0.064
H 18.4819 -26.3076 22.7042  0.101
C 20.0136 -17.2460 14.7279  -0.054
O 17.0936 -19.0772 23.9364  -0.237
H 11.4186 -14.7166 19.9817  0.061
N 16.5970 -12.9437 19.7055  -0.048
H 17.7583 -27.0566 19.5275  0.032
H 19.2095 -23.3620 23.9221  0.093
H 21.7550 -28.0406 19.2797  0.118
H 19.4426 -26.0652 13.7508  0.114
N 21.2011 -18.3526 16.5066  0.043
H 15.3312 -28.2312 25.3158  0.100
H 15.8084 -21.6876 21.4422  0.092
C 16.1522 -19.7468 20.3097  -0.371
H 17.2118 -19.5250 21.9972  0.046
H 14.9868 -29.4228 23.1058  0.078
N 19.5052 -28.9483 21.7159  -0.044
H 13.9411 -25.4072 28.4076  0.088
H 18.0966 -28.0210 17.3212  0.109
H 11.3168 -21.5418 12.9950  0.140
C 19.4120 -29.0094 10.8370  -0.225
H 20.4788 -29.1132 10.6393  0.118
C 12.3586 -16.4190 20.4452  -0.422
C 18.8942 -30.2241 21.3816  -0.195
H 13.3503 -11.7526 19.6662  0.112
H 10.4086 -19.6258 16.2541  0.092
H 12.5663 -19.1633 12.4985  0.115
N 11.1818 -15.5705 20.4663  0.024
H 19.0251 -28.1724 21.2826  0.068
O 16.6515 -29.3718 21.6743  -0.263
C 15.9824 -21.3050 20.4365  -0.136
O 17.5515 -24.8000 23.8453  -0.168
H 17.6437 -16.2365 19.5327  0.106
H 9.3161 -19.7070 13.8851  0.074
H 11.9446 -22.0602 18.5966  0.097
H 16.9273 -14.3906 21.1352  0.083
H 18.7667 -30.6809 9.0311  0.081
H 15.2813 -18.5918 23.0922  0.114
C 17.5257 -27.2520 24.2542  -0.213
C 16.2297 -19.3196 18.8025  -0.029
H 16.8824 -25.7554 17.5260  0.061
H 16.6656 -29.3122 25.8470  0.119
H 14.7307 -13.5987 18.9935  0.089
H 13.6084 -18.2471 14.9958  0.072
H 20.3530 -29.1161 19.0052  0.112
H 15.8405 -23.7512 16.2876  0.064
H 21.4495 -19.2728 16.8407  0.064
C 19.2182 -24.8487 16.0168  -0.079
H 15.5374 -14.9075 22.7896  0.059
H 18.8199 -24.1857 16.7848  0.055
H 19.9994 -25.4518 16.4796  0.086
H 11.6563 -17.3791 22.3455  0.078
C 11.9526 -19.4634 13.3479  -0.170
H 14.3519 -26.8324 29.2389  0.084
H 13.5869 -17.3356 18.8997  0.114
C 15.2632 -29.4867 22.0533  -0.061
H 21.0980 -25.6754 19.4485  0.090
H 14.6864 -28.7416 27.4864  0.121
N 11.7582 -27.0730 18.9692  0.039
H 13.1027 -15.7731 20.9113  0.113
H 16.6191 -27.2558 23.6491  0.104
H 19.2062 -25.8358 24.2969  0.125
C 20.1708 -25.9852 19.9306  -0.109
H 18.7623 -30.2645 20.3004  0.099
C 10.9901 -24.8371 19.5132  -0.058
H 16.8248 -12.8837 18.7233  0.099
H 14.0556 -26.4576 20.3533  0.094
H 11.2333 -20.5739 10.6956  0.078
O 18.2030 -25.5876 15.3162  -0.188
O 20.0530 -20.8988 15.8072  -0.193
H 17.4306 -16.1201 16.0380  0.081
H 12.9997 -26.8717 28.1638  0.086
C 17.0447 -23.3265 19.5507  -0.072
C 16.1611 -27.5785 18.3469  -0.367
C 17.1338 -16.2770 17.0750  -0.125
H 19.2088 -19.8024 14.1584  0.112
H 14.4311 -19.1050 13.8205  0.088
C 14.2659 -9.9259 17.7261  -0.106
C 15.9269 -26.2608 17.6661  -0.065
C 20.8588 -28.7508 21.1275  -0.174
H 11.7044 -19.2119 17.3097  0.107
H 19.7146 -24.1452 15.3483  0.086
H 17.2020 -28.4255 11.9650  0.108
C 20.7648 -28.3268 19.6342  -0.141
H 18.3207 -14.0092 20.0506  0.119
H 19.5066 -26.9972 11.6569  0.118
H 18.5634 -29.3002 15.6194  0.065
C 10.4872 -20.3276 11.4511  -0.062
H 12.9653 -23.4899 16.6330  0.123
H 16.8770 -28.1770 20.2147  0.026
H 19.1075 -27.3863 14.8032  0.108
N 17.2297 -16.7442 22.2009  0.049
H 16.2131 -23.4713 18.8611  0.072
H 11.1453 -18.2362 20.8620  0.061
H 17.6396 -20.8906 24.5956  0.083
C 13.4076 -15.5162 17.0912  -0.133
H 18.1566 -17.0042 22.5064  0.080
H 11.2650 -23.8477 19.8788  0.044
H 15.5173 -26.4833 16.6808  0.088
H 14.7529 -23.2817 14.9668  0.089
C 15.3790 -22.9064 15.7763  -0.093
C 15.4902 -28.0321 27.2902  -0.245
H 19.5151 -16.5196 15.3696  0.060
H 16.2130 -20.2361 25.4617  0.091
C 17.5582 -26.9254 13.4220  -0.173
H 11.9724 -17.0751 18.3960  0.118
H 8.7652 -21.0373 20.5930  0.085
H 10.2492 -25.2246 20.2124  0.085
H 11.0938 -26.9990 18.2121  0.066
H 16.7705 -26.4283 25.8868  0.090
H 14.0125 -24.8769 22.8877  0.088
O 14.9438 -26.7422 27.2379  -0.186
C 19.2293 -28.0037 11.9702  -0.219
C 15.9940 -18.1628 23.7966  -0.171
C 16.4391 -16.6954 23.4178  -0.382
H 19.1420 -18.4445 16.3658  0.095
H 20.8977 -19.7320 14.1941  0.123
C 18.3148 -23.7111 23.4066  -0.123
C 10.9003 -20.5388 12.9018  -0.428
O 14.5870 -11.2869 18.0277  -0.186
H 16.9840 -31.3176 21.6460  0.119
H 13.1036 -20.8492 18.2033  0.111
H 15.4278 -19.7110 18.1764  0.067
C 14.5976 -24.5949 22.0124  -0.107
C 14.3976 -11.6443 19.3842  -0.221
H 13.8638 -23.2598 18.1005  0.091
N 17.9296 -28.1700 12.6174  -0.035
H 10.1183 -20.7194 14.8196  0.031
C 17.2424 -14.1533 20.1190  -0.224
N 17.2409 -27.2964 25.6742  -0.035
O 14.5220 -22.0250 16.5012  -0.217
H 19.4987 -31.0925 21.6434  0.120
H 16.6210 -27.1165 13.9448  0.114
C 9.8425 -20.1368 18.3285  -0.145
H 21.9732 -17.9157 16.0240  0.064
H 10.1381 -19.3012 11.3389  0.079
H 10.4549 -24.6432 18.5836  0.081
C 15.1281 -12.9803 19.7983  -0.173
O 18.6992 -28.6299 9.6699  -0.180
H 9.1828 -19.2693 18.3114  0.113
O 16.6812 -28.9436 16.2809  -0.188
H 17.9872 -20.8837 16.3784  0.086
H 17.0294 -16.2301 24.2072  0.139
O 12.7356 -20.0243 14.4031  -0.224
C 10.8852 -19.9208 17.1889  -0.189
C 15.1577 -15.8734 23.1228  -0.051
C 12.5204 -21.6580 17.7630  -0.192
C 20.0389 -19.7731 14.8641  -0.147
H 14.7614 -13.3078 20.7711  0.115
H 16.0074 -15.7592 19.4760  0.104
N 9.8338 -20.5739 13.8614  0.043
H 9.3116 -21.0567 18.0837  0.120
H 15.0118 -23.6146 22.2479  0.071
H 16.1716 -22.2958 15.3438  0.078
H 14.4688 -19.5971 15.5932  0.081
H 10.1761 -20.7117 21.6737  0.088
H 13.2316 -9.6445 17.9243  0.076
C 17.1545 -28.5259 17.5345  -0.181
H 21.3547 -27.9715 21.7062  0.105
C 14.0140 -26.4851 28.2625  -0.118
C 17.5021 -30.4481 22.0506  -0.187
C 12.2229 -25.7034 19.3166  -0.398
H 16.1117 -18.2399 18.7112  0.037
H 15.6445 -18.1058 24.8275  0.119
C 17.5775 -29.7623 15.5684  -0.119
H 9.7122 -21.0733 11.2741  0.077
H 16.1364 -16.7158 17.0465  0.062
H 19.5312 -29.5347 8.0347  0.084
H 16.1920 -28.0767 28.1230  0.122
H 11.0247 -15.1624 21.3767  0.070
H 17.0978 -23.9374 20.4519  0.076
H 12.8543 -25.3463 18.5030  0.105
N 11.5501 -21.1594 16.7895  -0.059
H 15.2532 -25.6201 18.2350  0.058
C 18.2887 -25.9984 23.7314  -0.202
C 19.9966 -18.4496 15.6894  -0.434
H 14.3264 -9.8107 16.6439  0.085
H 21.4722 -29.6367 21.2917  0.115
C 11.9175 -17.6135 21.3136  -0.045
C 17.0107 -15.3921 19.2600  -0.218
O 17.1360 -21.8951 19.7395  -0.196
H 18.0868 -28.1278 23.9283  0.098
O 13.2180 -15.3766 18.4599  -0.193
C 13.2008 -25.8005 20.5135  -0.184
H 15.3424 -25.3717 21.8394  0.077
H 15.0529 -21.5551 19.9251  0.109
H 20.0432 -28.1688 12.6761  0.111
H 19.1028 -30.0388 11.0178  0.114
H 17.2436 -29.7691 14.5308  0.079
H 17.7272 -30.5176 23.1149  0.114
N 17.3310 -19.2864 21.0231  0.059
O 10.4592 -20.2583 19.6461  -0.247
C 9.8513 -21.0369 20.6854  -0.077
H 17.4202 -29.4103 18.1137  0.114
H 12.5535 -27.6319 18.6949  0.054
H 17.8899 -23.6716 18.9551  0.052
H 12.7733 -18.2801 21.4204  0.056
H 16.0677 -20.8438 23.7951  0.073
H 14.8235 -10.8850 20.0402  0.109
C 19.0081 -20.9715 16.7499  -0.123
H 12.7944 -26.1216 21.4726  0.121
N 16.7969 -27.3352 19.6624  0.080
H 18.0562 -19.8758 20.6401  0.087
H 18.6423 -23.8983 22.3839  0.072
C 12.7597 -16.6340 19.0072  -0.167
H 15.1913 -28.0642 18.4554  0.126
C 16.1937 -28.3379 25.9738  -0.179
H 19.4002 -25.2670 19.6509  0.071
H 17.8084 -30.7448 15.9802  0.084
H 20.3796 -25.8106 20.9860  0.079
H 14.6476 -15.6050 24.0480  0.076
H 14.8605 -9.2308 18.3188  0.085
H 14.8169 -28.6644 21.4942  0.076
C 16.7157 -20.3205 24.4982  -0.104
H 19.4110 -17.3998 13.8328  0.075
H 17.2299 -19.5210 18.4190  0.053
O 19.7541 -27.2661 19.5193  -0.255
H 17.2789 -26.0886 12.7818  0.117
C 13.8717 -19.2736 14.7406  -0.099
H 17.6834 -22.8283 23.3058  0.064
H 20.9774 -16.9029 14.3517  0.079
C 18.6431 -26.5167 14.3382  -0.254
H 11.9566 -20.8704 15.9113  0.056

Energy, eV: -115285.41603
Frontier orbital gap, eV: 8.560
Energy relative to the best compared isomer or geometry (same formula, charge and spin), kJ/mol: 338.6
Net charge: 0
SMILES: COC[C@H](C)N.COC[C@H](C)N.COC[C@H](C)N.COC[C@H](C)N.COC[C@H](C)N.COC[C@H](C)N.COC[C@H](C)N.COCCNCCOC.COCCNCCOC.COCCNCCOC.COCCNCCOC.COCCNCCOC
E_HOMO, eV: -7.99